165
Properties=species:S:1:pos:R:3 method="wB97M-V/def2-TZVPD" homo_energy_ev=-11.5 homo_lumo_gap_ev=0.782 spin_multiplicity=1 energy_ha=-3823.994104 lumo_ev=-10.749 charge=+5 relative_energy_ev=34.911 max_force_ev_per_a=6.88
C 4.99 -3.54 -1.78
C 5.82 -4.65 -1.11
N 6.23 -4.41 0.24
C 5.52 -3.64 1.21
C 6.24 -3.81 2.36
N 7.23 -4.68 2.17
C 7.24 -4.98 0.87
C 8.22 -5.10 3.21
H 5.51 -2.63 -1.62
H 4.02 -3.39 -1.25
H 4.78 -3.75 -2.88
H 6.69 -4.97 -1.64
H 5.18 -5.52 -0.98
H 4.66 -3.14 0.81
H 5.90 -3.50 3.33
H 8.01 -5.57 0.43
H 7.85 -5.01 4.21
H 9.15 -4.48 3.08
H 8.57 -6.11 3.04
C -1.82 -0.28 -1.07
C -0.71 -0.25 -0.03
N 0.34 0.64 -0.34
C 0.62 1.83 0.32
C 1.68 2.39 -0.24
N 1.98 1.64 -1.34
C 1.04 0.70 -1.45
C 3.17 1.72 -2.18
H -2.53 -1.10 -0.84
H -1.41 -0.52 -2.04
H -2.33 0.71 -1.15
H -0.22 -1.23 -0.09
H -1.08 -0.04 0.98
H 0.12 2.06 1.23
H 2.26 3.23 0.14
H 0.85 -0.06 -2.23
H 3.95 1.07 -1.82
H 3.54 2.75 -2.18
H 2.77 1.34 -3.07
C -13.09 2.01 6.10
O -14.13 2.71 5.89
C -14.22 3.66 4.77
C -15.28 3.10 3.80
N -14.99 3.33 2.27
H -15.47 4.18 2.00
H -13.99 3.55 2.10
C -15.43 2.17 1.22
C -14.67 2.23 -0.05
O -15.20 3.23 -0.65
C -14.88 3.10 -2.20
H -13.19 1.00 6.44
H -12.06 2.37 5.80
H 2.33 5.30 6.19
H -13.27 3.65 4.23
H -14.35 4.79 5.02
H -16.22 3.66 3.87
H -15.28 2.00 3.93
H -16.44 2.53 0.77
H -15.74 1.20 1.73
H -6.50 -0.27 4.46
H -13.83 1.59 -0.36
H -15.81 3.06 -2.57
H -14.72 1.99 -2.35
H -14.05 3.56 -2.48
C -3.42 -7.41 -10.27
O -4.03 -6.10 -10.23
C -5.08 -5.75 -11.14
C -5.17 -4.25 -10.92
N -3.82 -3.62 -11.11
H -3.22 -4.11 -10.46
H -3.51 -3.73 -12.07
C -3.77 -2.14 -10.68
C -3.93 -2.14 -9.14
O -2.97 -3.15 -8.73
C -2.51 -3.10 -7.41
H -3.16 -7.88 -11.26
H -4.16 -8.06 -9.87
H -2.51 -7.55 -9.70
H -6.00 -6.09 -10.73
H -4.88 -5.89 -12.25
H -5.48 -3.99 -9.87
H -5.93 -3.78 -11.47
H -4.53 -1.53 -11.13
H -2.81 -1.74 -10.91
H -4.83 -2.52 -8.81
H -3.64 -1.15 -8.72
H -3.32 -3.30 -6.65
H -1.95 -2.18 -7.08
H -1.81 -3.94 -7.27
C 4.92 6.34 -8.45
O 4.19 5.22 -7.98
C 2.99 4.89 -8.60
C 2.27 3.87 -7.75
N 3.28 2.85 -7.20
H 4.12 3.29 -6.83
H 2.79 2.29 -6.43
C 3.60 1.97 -8.26
C 4.75 1.06 -7.79
O 5.84 1.74 -7.15
C 6.56 2.78 -7.88
H 4.32 7.25 -8.40
H 5.30 6.11 -9.44
H 5.66 6.37 -7.62
H 3.05 4.43 -9.59
H 2.34 5.80 -8.66
H 1.39 3.35 -8.20
H 1.86 4.33 -6.85
H 3.86 2.58 -9.17
H 2.78 1.25 -8.45
H 5.07 0.32 -8.55
H 4.40 0.41 -7.01
H 5.91 3.65 -8.04
H 7.00 2.45 -8.80
H 7.33 3.00 -7.17
C 4.29 8.58 6.87
O 5.35 8.71 7.56
C 6.65 8.39 6.95
C 7.91 8.84 7.70
N 8.92 7.85 8.02
H 9.35 8.12 8.85
H 8.69 6.88 7.89
C 10.08 7.36 7.00
C 10.95 6.31 7.93
O 9.96 5.15 8.46
C 9.49 4.49 7.39
H 7.54 -6.91 0.18
H -3.61 4.52 10.70
H 4.50 8.25 5.93
H 6.70 8.92 6.00
H 6.92 7.30 6.77
H 7.59 9.18 8.73
H 8.29 9.66 7.18
H 10.94 7.98 6.79
H 9.66 6.89 6.07
H 11.38 6.77 8.74
H 11.74 5.81 7.22
H 8.65 5.08 6.58
H 8.77 3.64 7.71
H 10.41 3.89 6.86
C 2.13 -6.29 6.78
O 1.75 -6.37 8.19
C 1.15 -7.61 8.45
C 0.62 -7.42 9.86
N -0.38 -6.32 9.82
H -0.75 -6.19 10.75
H 0.21 -5.55 9.56
C -1.41 -6.47 8.75
C -2.32 -5.26 8.76
O -1.49 -4.13 8.86
C -2.18 -2.92 9.24
H 2.85 -7.05 6.56
H 2.52 -5.28 6.69
H 1.35 -6.38 6.04
H 1.94 -8.37 8.52
H 0.39 -7.90 7.76
H 1.52 -7.08 10.36
H 0.14 -8.31 10.15
H -1.96 -7.36 9.12
H -1.06 -6.65 7.73
H -3.03 -5.25 9.62
H -2.86 -5.20 7.76
H -3.19 -3.19 9.69
H -2.24 -2.30 8.34
H -1.58 -2.31 9.98
Cl 2.46 -1.55 -0.14
Cl 1.63 1.08 -5.32